No. 1
{"formula": "C4H6N3O2", "method": "ωB97M-V with the def2-TZVPD basis set", "symbols": ["O", "O", "N", "N", "N", "C", "C", "C", "C", "H", "H", "H", "H", "H", "H"], "xyz": [[1.857046, -0.386070, 1.771217], [-5.070201, -1.005300, 0.762690], [0.316167, -0.245481, -1.139692], [1.468095, 0.356916, -0.522338], [-3.855581, -0.909123, 0.778414], [0.145595, -1.090325, 0.009048], [-2.703386, -0.771390, 0.760410], [1.807687, 1.753866, -0.445109], [1.292662, -0.386194, 0.703171], [0.609287, -0.652543, -1.976558], [2.429059, 2.220345, -1.294952], [2.341576, 1.628329, 0.442038], [0.912827, 2.547004, -0.342369], [-0.044805, -2.114624, -0.095670], [-1.506023, -0.945406, 0.589702]], "forces_ev_per_a": [[0.6, 0.8, 0.5], [-0.8, -0.1, 0.1], [-0.7, 2.6, 0.3], [0.5, 0.3, 0.1], [1.1, 0.2, -0.2], [0.6, 1.3, 2.5], [0.0, -0.4, 0.0], [-2.1, 1.9, -2.1], [-2.6, -2.6, -2.6], [0.7, -1.2, -1.4], [-0.6, -1.2, 1.1], [1.4, 1.2, 1.6], [1.5, -1.9, 0.1], [0.2, -1.6, -0.1], [0.1, 0.6, -0.1]], "gap_ha": 0.2491, "charge": -1, "e_homo_ev": -2.8}

***

No. 2
{"formula": "C4H8N2O", "method": "ωB97M-V with the def2-TZVPD basis set", "symbols": ["O", "N", "N", "C", "C", "C", "C", "H", "H", "H", "H", "H", "H", "H", "H"], "xyz": [[0.583208, -0.466689, 1.886754], [-1.546271, -0.633742, 1.254438], [0.701213, 0.156663, -1.240798], [0.104405, -0.948997, -0.540114], [0.875173, 1.189437, -0.152059], [-0.280490, -0.532683, 0.891592], [-0.175719, 1.320325, -1.197036], [-1.233628, 1.173444, -0.946432], [-2.271416, -0.816011, 0.577577], [1.165848, 0.229229, 1.402183], [-0.772088, -1.364000, -1.062159], [-0.041200, 1.984983, -2.049243], [0.835991, -1.758630, -0.414295], [1.735654, 1.843265, -0.344544], [-1.800634, -0.407545, 2.206710]], "forces_ev_per_a": [[0.1, 0.1, -0.1], [0.1, 0.1, 0.0], [0.0, -0.1, 0.0], [0.0, -0.2, 0.0], [0.1, 0.2, 0.0], [-0.3, -0.1, -0.1], [-0.2, 0.1, -0.2], [0.2, 0.0, 0.0], [0.1, 0.0, 0.1], [0.0, -0.1, 0.2], [0.1, 0.1, 0.1], [0.0, -0.1, 0.1], [-0.1, 0.1, 0.0], [-0.1, -0.1, 0.1], [0.0, 0.0, -0.1]], "gap_ha": 0.2928, "e_homo_ev": -7.4}

***

No. 3
{"formula": "C3H7NO3", "method": "ωB97M-V with the def2-TZVPD basis set", "symbols": ["O", "O", "O", "N", "C", "C", "C", "H", "H", "H", "H", "H", "H", "H"], "xyz": [[2.183394, 1.265821, 0.040811], [0.832669, 0.920649, -1.696228], [-2.207679, -0.727726, 0.443368], [0.729546, -0.834552, 1.240267], [0.045267, 0.198948, 0.479256], [-1.056088, -0.442090, -0.351029], [1.201010, 0.738947, -0.403090], [1.571137, 1.390373, -2.112229], [1.649310, -0.587065, 1.554400], [0.140527, -1.497811, 1.707606], [-1.278700, 0.172749, -1.217628], [-2.963661, -0.341974, -0.004491], [-0.639285, -1.403969, -0.653568], [-0.207451, 1.147695, 0.972556]], "forces_ev_per_a": [[0.5, -0.8, 0.1], [0.4, -0.5, 0.0], [0.0, 0.3, -0.1], [-0.7, 0.3, -0.5], [2.1, -0.6, -1.0], [0.1, -0.2, 0.5], [-1.7, 1.7, -0.3], [0.0, 0.0, -0.1], [-0.2, -0.2, 0.6], [0.3, 0.1, 0.5], [-0.2, 0.0, 0.0], [-0.1, 0.0, 0.2], [0.0, 0.1, -0.4], [-0.7, -0.4, 0.5]], "gap_ha": 0.3591, "e_homo_ev": -9.2}

***

No. 4
{"formula": "C19H14BrHgN2O3S4", "method": "ωB97M-V with the def2-TZVPD basis set", "symbols": ["Hg", "Br", "S", "S", "S", "S", "O", "O", "O", "N", "N", "C", "C", "C", "C", "C", "C", "C", "C", "C", "C", "C", "C", "C", "C", "C", "C", "C", "C", "C", "H", "H", "H", "H", "H", "H", "H", "H", "H", "H", "H", "H", "H", "H"], "xyz": [[-1.261692, -1.985210, -1.057643], [1.861206, -1.179083, -2.131410], [-0.342631, -2.133900, 1.331966], [-0.464337, -4.508825, 3.096764], [-1.150942, -4.489086, -1.218171], [-1.111694, -6.422782, 1.015735], [-3.241794, -1.106062, -1.561868], [-0.777895, -7.093630, 3.546618], [-3.955336, 2.892427, -0.625247], [-0.880987, 0.243374, -1.780393], [-2.077461, 0.947763, -1.900308], [-3.604174, 0.640778, 0.046723], [1.524050, 0.609862, -1.546021], [2.540789, 1.490983, -1.169070], [6.183111, 0.457904, -1.385744], [4.811039, 0.397564, -1.548441], [6.808069, 1.542422, -0.768229], [-0.911698, -4.747912, 0.497447], [-3.803701, 0.057231, 2.395942], [4.628260, 2.544243, -0.473376], [-3.313248, 0.225442, -1.411795], [-4.114621, 1.369170, 2.713694], [5.997024, 2.590678, -0.320814], [-0.608208, -3.854745, 1.464319], [-4.177338, 2.321849, 1.703238], [-3.564609, -0.292531, 1.069562], [-3.917405, 1.954425, 0.390117], [-0.795471, -6.193118, 2.727817], [3.957448, 1.438129, -1.077491], [0.166016, 0.975988, -1.502437], [7.882922, 1.569431, -0.636016], [2.122493, 2.434494, -0.819930], [-3.334732, -1.316190, 0.805759], [-4.124929, 3.752125, -0.227794], [-2.009542, 1.855841, -1.450853], [-0.005220, 2.028760, -1.254576], [4.379558, -0.457577, -2.044869], [-4.116140, 0.657030, -2.029033], [-4.302271, 1.663317, 3.740001], [-4.424822, 3.355749, 1.932012], [6.448963, 3.453262, 0.158960], [-3.730055, -0.694945, 3.171477], [4.024976, 3.370719, -0.111730], [6.787043, -0.365379, -1.754904]], "forces_ev_per_a": [[0.0, -0.1, 0.1], [0.0, 0.1, 0.0], [0.0, 0.0, 0.1], [0.0, 0.0, 0.0], [0.0, 0.2, -0.1], [0.0, 0.0, 0.0], [-0.1, 0.1, -0.1], [-0.1, 0.1, -0.1], [0.0, 0.1, 0.0], [-0.1, -0.1, 0.2], [-0.2, 0.0, -0.3], [0.1, 0.0, 0.0], [0.0, -0.1, 0.0], [0.1, 0.0, 0.1], [-0.1, 0.0, 0.0], [0.1, 0.0, 0.0], [0.0, 0.0, 0.0], [0.0, 0.0, 0.1], [0.0, 0.0, 0.0], [0.1, 0.0, 0.0], [0.2, -0.1, 0.1], [0.0, 0.0, 0.0], [0.0, 0.0, 0.0], [0.0, 0.0, -0.1], [0.0, 0.0, -0.1], [0.0, 0.0, 0.1], [0.0, 0.0, 0.1], [0.2, -0.1, 0.1], [-0.1, 0.0, -0.1], [0.2, 0.0, -0.1], [0.0, 0.0, 0.0], [0.0, 0.0, 0.0], [0.0, 0.0, 0.0], [0.0, 0.0, 0.0], [0.0, 0.0, 0.0], [0.1, 0.0, 0.0], [0.0, 0.0, 0.0], [-0.1, 0.1, 0.0], [0.0, 0.0, 0.0], [0.0, 0.0, 0.0], [0.0, 0.0, 0.0], [0.0, 0.0, 0.0], [0.0, 0.0, 0.0], [0.0, 0.0, 0.0]], "gap_ha": [0.1492, 0.2105], "multiplicity": 2, "charge": -2, "e_homo_ev": [0.1, -1.5], "s2": 0.7942}